Record 1
A structure of composition C29H30AsCl3N2O3Sc at a distorted geometry, computed with ωB97M-V with the def2-TZVPD basis set.

Output
Max |F|   2.49 eV/Å
Frontier orbital gap   0.2369 Ha
Total energy   -5835.31240 a.u.
ΔE to the lowest compared entry with this formula, charge and spin   0.6283 eV

Geometry as ORCA input:
```
! RIJCOSX wB97M-V def2-TZVPD def2/J DEFGRID3
* xyz 1 1
Cl -1.086 -4.753 -2.142
H 0.675 -1.190 3.981
O -2.529 0.543 -1.425
C 3.282 4.193 2.748
Sc -1.085 -0.471 0.018
H -4.983 -3.463 1.643
C -2.287 -4.361 -0.972
C 2.402 1.754 3.766
C -2.939 4.139 -2.239
N 0.203 2.137 0.905
C 2.338 3.469 2.056
H -3.525 -1.114 -2.061
C 0.460 0.199 2.371
C -3.558 -0.035 -2.230
H -0.444 -0.580 -3.398
H 3.060 -2.734 -0.631
C 0.849 1.492 1.868
H -3.167 -6.307 -0.999
C 1.222 -1.817 -2.800
O -0.436 -0.522 1.787
C -3.313 -2.779 0.489
H -3.377 0.164 -3.292
C -2.301 -3.049 -0.453
H 3.629 5.137 2.355
O -1.448 -2.126 -0.823
H 1.808 -4.099 1.016
H 0.654 -2.732 -2.613
H 2.375 0.137 5.189
H 0.251 -1.536 -4.716
H 2.792 -1.768 0.834
C -4.236 -3.715 0.908
C 1.296 -3.290 0.495
C 3.793 3.715 3.956
H 2.217 -2.098 -3.166
C 2.291 -2.251 -0.013
C 1.951 0.502 4.263
C -2.001 4.688 -1.378
H -3.541 4.775 -2.865
C 1.871 2.248 2.554
Cl -3.335 -1.153 1.115
H 2.741 1.871 -0.183
H 3.757 -0.458 -1.893
C -3.141 2.766 -2.297
C -1.436 2.482 -0.615
C 3.362 2.511 4.457
H 0.583 -2.834 1.192
C -4.172 -4.992 0.365
H 3.674 0.515 0.460
H 1.945 3.826 1.118
Cl -5.301 -6.183 0.879
C 2.971 0.234 -1.569
As 1.371 -0.863 -1.075
H -3.875 2.374 -2.981
C 0.490 -0.957 -3.827
C -2.398 1.929 -1.486
H -1.841 5.753 -1.347
H 4.514 4.300 4.502
H 2.704 0.861 -2.427
N -0.727 1.588 0.187
H 0.739 -3.724 -0.336
H 1.099 -0.104 -4.133
C 1.029 -0.243 3.598
C 3.478 1.111 -0.431
C -1.253 3.864 -0.564
H -4.544 0.342 -1.936
C -3.204 -5.314 -0.579
H -0.534 4.257 0.139
H 3.740 2.133 5.394
H 4.404 1.609 -0.712
*
```

Just the natural (NBO) charges please, in e? Sure, here they are:
1 Cl 0.042
2 H 0.238
3 O -0.554
4 C -0.169
5 Sc 1.655
6 H 0.252
7 C -0.101
8 C -0.031
9 C -0.194
10 N -0.116
11 C -0.199
12 H 0.221
13 C 0.424
14 C -0.254
15 H 0.194
16 H 0.231
17 C 0.035
18 H 0.254
19 C -0.680
20 O -0.768
21 C -0.107
22 H 0.205
23 C 0.331
24 H 0.226
25 O -0.853
26 H 0.228
27 H 0.242
28 H 0.227
29 H 0.229
30 H 0.226
31 C -0.240
32 C -0.619
33 C -0.209
34 H 0.227
35 C -0.679
36 C -0.074
37 C -0.202
38 H 0.230
39 C -0.038
40 Cl 0.109
41 H 0.205
42 H 0.226
43 C -0.225
44 C 0.126
45 C -0.180
46 H 0.205
47 C -0.035
48 H 0.205
49 H 0.226
50 Cl 0.047
51 C -0.656
52 As 0.839
53 H 0.225
54 C -0.611
55 C 0.245
56 H 0.231
57 H 0.228
58 H 0.226
59 N -0.440
60 H 0.217
61 H 0.210
62 C -0.301
63 C -0.617
64 C -0.212
65 H 0.206
66 C -0.222
67 H 0.243
68 H 0.221
69 H 0.228


Record 2
A structure of composition C29H30AsClHgINO at a distorted geometry, computed with ωB97M-V with the def2-TZVPD basis set.

Output
Max |F|   1.16 eV/Å
Frontier orbital gap (alpha / beta)   0.2252 / 0.2147 Ha
Total energy   -4400.13957 a.u.
ΔE to the lowest compared entry with this formula, charge and spin   0.4724 eV

Geometry as ORCA input:
```
! RIJCOSX wB97M-V def2-TZVPD def2/J DEFGRID3
* xyz -1 2
C -2.415 -0.359 2.438
C 1.727 3.265 -0.765
C -0.788 -2.475 -0.122
C 1.480 -1.618 0.261
C 3.107 -2.483 -1.422
C -5.212 0.250 0.159
H 4.857 -1.317 -1.815
C 4.282 -4.401 -3.093
H -3.527 -1.140 4.120
H -1.372 3.402 2.326
C 4.348 -2.254 -2.011
C 3.319 4.723 -1.894
C 4.935 -3.205 -2.836
C -3.717 -0.594 3.192
H -2.587 -4.771 1.609
C 3.813 5.109 -0.680
H -2.770 -3.246 -0.338
H 2.503 -5.553 -2.737
H -5.873 0.063 -0.693
C 0.502 -3.367 1.709
H -0.480 -4.832 2.913
C 2.256 3.791 -1.968
C 0.263 1.906 -1.906
C -0.568 -4.173 2.058
N 0.755 2.327 -0.770
H -4.214 0.340 3.462
C -3.238 2.445 1.738
C 1.676 3.345 -3.176
H -5.412 -0.523 0.898
H 4.742 -5.151 -3.724
O 1.676 3.270 1.624
H -3.449 3.140 0.922
C 0.682 2.409 -3.151
H -2.785 3.965 3.231
H -5.509 1.205 0.594
H -4.195 2.161 2.178
H -0.870 -1.798 -0.964
H 4.632 5.816 -0.645
H -2.076 2.392 3.577
C 0.420 -2.510 0.599
Cl 4.018 5.386 -3.363
H 5.904 -3.008 -3.277
H -3.644 0.899 -1.166
H -0.498 1.132 -1.848
H 1.414 -3.377 2.292
C 2.541 -1.458 -0.504
H -2.021 -1.297 2.043
Hg 1.028 0.566 1.558
As -2.332 0.906 0.929
C -2.318 3.091 2.773
C 3.281 4.609 0.512
H -1.646 0.015 3.120
C -3.753 0.260 -0.285
C 2.449 -3.681 -1.705
C -1.752 -4.142 1.328
C 3.031 -4.630 -2.530
C -1.852 -3.285 0.237
H -4.422 -1.187 2.609
H 0.223 2.055 -4.065
H 2.032 3.753 -4.114
C 2.200 3.696 0.572
H 1.474 -3.867 -1.273
I 4.068 5.270 2.319
H 3.092 -0.523 -0.460
H -3.435 -0.738 -0.600
*
```

Just the natural (NBO) charges please, in e? Sure, here they are:
1 C -0.745
2 C 0.039
3 C -0.259
4 C -0.079
5 C -0.076
6 C -0.615
7 H 0.211
8 C -0.234
9 H 0.204
10 H 0.241
11 C -0.194
12 C -0.141
13 C -0.215
14 C -0.615
15 H 0.204
16 C -0.213
17 H 0.205
18 H 0.204
19 H 0.198
20 C -0.245
21 H 0.205
22 C -0.029
23 C 0.022
24 C -0.203
25 N -0.419
26 H 0.196
27 C -0.724
28 C -0.189
29 H 0.201
30 H 0.203
31 O -0.746
32 H 0.215
33 C -0.266
34 H 0.199
35 H 0.201
36 H 0.197
37 H 0.218
38 H 0.224
39 H 0.200
40 C -0.047
41 Cl -0.066
42 H 0.205
43 H 0.213
44 H 0.184
45 H 0.216
46 C -0.325
47 H 0.239
48 Hg 0.425
49 As 0.890
50 C -0.625
51 C -0.342
52 H 0.226
53 C -0.724
54 C -0.151
55 C -0.266
56 C -0.229
57 C -0.207
58 H 0.196
59 H 0.206
60 H 0.218
61 C 0.458
62 H 0.208
63 I 0.082
64 H 0.217
65 H 0.214


Record 3
The molecule C29H30ClF5N2O5 at a distorted geometry, computed with ωB97M-V with the def2-TZVPD basis set.

Output
Max |F|   2.62 eV/Å
Frontier orbital gap   0.3114 Ha
Total energy   -2568.28424 a.u.
SMILES   CCOC(=O)C(Cl)(C(=O)OCC)[C@H](/C=C/N1[C@H](Cc2c(F)c(F)c(F)c(F)c2F)C(=O)N(C)C1(C)C)c1ccccc1

Geometry as ORCA input:
```
! RIJCOSX wB97M-V def2-TZVPD def2/J DEFGRID3
* xyz 0 1
O -2.221 2.113 -2.825
C -0.928 -0.384 -2.577
H 2.770 0.022 -4.128
C 4.104 1.704 -4.394
H 1.724 2.505 3.324
C 2.164 0.341 5.097
F -2.654 -1.343 3.978
C -2.783 -1.641 -3.067
C -0.077 0.877 -2.792
H -2.551 3.839 -3.925
H 2.430 3.131 -1.183
C 3.063 1.004 -3.778
H 1.522 -0.306 -2.263
N 1.224 -0.383 1.617
O -2.167 -0.357 -3.067
H -4.839 2.349 -2.561
C -2.824 -3.590 4.693
O 0.769 -2.072 4.724
H 1.805 1.363 5.272
C -2.413 -4.925 4.583
F -1.044 -6.563 3.548
H 3.703 1.590 2.886
C -2.988 3.320 -3.073
C 0.742 -1.594 2.288
C -2.262 -2.642 3.854
H 0.156 1.711 2.969
H -4.703 -2.455 -3.574
O -0.386 3.180 -2.059
C -0.900 -4.307 2.819
C 1.231 0.740 -2.054
C -1.289 -2.970 2.911
C 2.863 2.717 -2.092
H 0.608 -1.118 -0.212
C 1.181 1.873 2.615
C -0.919 2.164 -2.490
C -4.397 2.894 -3.398
H -4.391 2.223 -4.265
H 4.565 1.274 -5.274
H 4.455 4.164 -2.061
H 1.766 -0.309 5.886
H -2.972 3.997 -2.221
H 3.953 -0.157 2.643
H -0.806 -2.254 0.959
C 1.896 0.521 2.556
C -1.447 -5.279 3.640
F 0.062 -4.650 1.921
H 1.576 1.800 -0.121
O -0.480 -1.423 -2.086
H -4.777 -0.945 -2.668
H 3.599 0.903 1.241
H 1.370 -2.440 1.952
F -2.929 -5.852 5.402
H 1.157 2.345 1.634
C 1.042 -1.342 3.757
C 4.553 2.916 -3.837
H -2.267 -2.242 -3.800
C 0.993 -0.202 0.268
H -5.048 3.753 -3.630
H -4.329 -0.922 -4.387
H 5.397 3.442 -4.285
C 2.388 1.547 -2.669
C -4.218 -1.474 -3.445
H -1.323 -1.016 2.158
C -0.730 -1.927 2.007
Cl 0.119 0.987 -4.564
N 1.714 -0.174 3.824
C 1.192 0.875 -0.542
H 3.261 0.357 5.168
C 3.998 3.352 -2.622
C 3.392 0.718 2.298
F -3.757 -3.241 5.599
H -2.688 -2.114 -2.099
*
```

Just the Löwdin charges please, in e? Sure, here they are:
1 O -0.032
2 C -0.448
3 H 0.100
4 C -0.077
5 H 0.080
6 C -0.010
7 F 0.089
8 C -0.224
9 C -0.522
10 H 0.129
11 H 0.104
12 C -0.083
13 H 0.143
14 N -0.007
15 O -0.007
16 H 0.079
17 C -0.117
18 O 0.065
19 H 0.091
20 C -0.116
21 F 0.111
22 H 0.085
23 C -0.195
24 C -0.159
25 C -0.138
26 H 0.103
27 H 0.087
28 O 0.120
29 C -0.132
30 C -0.261
31 C -0.092
32 C -0.039
33 H 0.117
34 C 0.004
35 C -0.445
36 C -0.069
37 H 0.080
38 H 0.098
39 H 0.099
40 H 0.097
41 H 0.123
42 H 0.095
43 H 0.129
44 C -0.480
45 C -0.118
46 F 0.099
47 H 0.065
48 O 0.077
49 H 0.081
50 H 0.085
51 H 0.168
52 F 0.121
53 H 0.069
54 C -0.361
55 C -0.085
56 H 0.131
57 C -0.055
58 H 0.086
59 H 0.084
60 H 0.098
61 C -0.205
62 C -0.064
63 H 0.137
64 C -0.045
65 Cl 0.846
66 N -0.032
67 C -0.027
68 H 0.096
69 C -0.073
70 C 0.009
71 F 0.114
72 H 0.123


> Among the records above, which one has the lowest max |F|?

C29H30AsClHgINO